[1]
Below is a cluster of 11 separate species, C66H130N6O22 in total, with properties calculated with the ωB97M-V functional and the def2-TZVPD basis.

Computed properties:
SMILES: CC1(C)CCCC(C)(C)N1O.CC1(C)CCCC(C)(C)N1O.CC1(C)CCCC(C)(C)N1O.CC1(C)CCCC(C)(C)N1O.CC1(C)CCCC(C)(C)N1O.COCCNCCOC.O=C1OCCO1.O=C1OCCO1.O=C1OCCO1.O=C1OCCO1.O=C1OCCO1
Kohn-Sham gap, Eh: 0.2928
HOMO energy, eV: -7.869

```
224
C66H130N6O22, DFT the ωB97M-V functional and the def2-TZVPD basis
C -1.478 -0.325 8.946
C -2.563 -0.895 9.885
C -3.998 -0.415 9.365
C -2.459 -2.446 9.725
C -3.248 -3.320 10.799
C -2.989 -2.834 12.191
C -2.906 -1.316 12.450
C -4.336 -0.842 12.751
C -2.022 -1.132 13.669
N -2.172 -0.598 11.274
O -2.179 0.785 11.451
H -1.446 0.760 8.846
H -0.479 -0.726 9.116
H -1.666 -0.605 7.909
H -4.311 0.584 9.670
H -4.008 -0.378 8.276
H -4.814 -1.086 9.631
H -2.886 -2.778 8.779
H -1.401 -2.699 9.790
H -4.308 -3.370 10.548
H -2.882 -4.343 10.886
H -2.174 -3.273 12.768
H -3.801 -3.315 12.737
H -4.634 -1.165 13.749
H -5.059 -1.224 12.030
H -4.333 0.248 12.760
H -1.021 -1.510 13.463
H -2.269 -1.675 14.582
H -1.846 -0.090 13.937
H -1.255 0.972 11.633
C 6.445 -0.659 -10.324
C 5.327 -0.084 -9.377
C 5.873 0.553 -7.984
C 4.606 1.055 -10.080
C 3.685 0.534 -11.178
C 2.682 -0.405 -10.734
C 3.215 -1.673 -9.852
C 2.155 -2.177 -8.914
C 3.559 -2.963 -10.717
N 4.372 -1.158 -9.008
O 4.963 -2.165 -8.234
H 6.786 -1.572 -9.835
H 6.138 -0.979 -11.320
H 7.308 0.005 -10.353
H 6.251 -0.143 -7.235
H 6.731 1.176 -8.233
H 5.222 1.261 -7.471
H 4.014 1.649 -9.384
H 5.332 1.695 -10.581
H 3.320 1.411 -11.712
H 4.372 0.090 -11.899
H 2.284 -0.737 -11.692
H 1.818 -0.006 -10.203
H 1.235 -2.409 -9.450
H 1.949 -1.457 -8.122
H 2.448 -3.058 -8.342
H 2.948 -3.162 -11.597
H 3.708 -3.852 -10.104
H 4.530 -2.721 -11.149
H 4.772 -1.844 -7.350
C 0.736 -14.261 -3.944
C 0.441 -12.746 -3.880
C 1.457 -12.062 -2.939
C 0.753 -12.238 -5.341
C 0.186 -10.794 -5.653
C -1.265 -10.580 -5.173
C -1.565 -11.015 -3.732
C -0.965 -9.988 -2.710
C -3.078 -10.974 -3.529
N -0.984 -12.423 -3.514
O -1.292 -12.932 -2.313
H 1.683 -14.446 -4.450
H 0.816 -14.724 -2.960
H 0.003 -14.858 -4.486
H 1.773 -11.102 -3.348
H 1.104 -11.867 -1.926
H 2.349 -12.675 -2.814
H 1.813 -12.191 -5.589
H 0.297 -12.780 -6.170
H 0.790 -10.115 -5.051
H 0.283 -10.483 -6.694
H -1.842 -11.154 -5.898
H -1.512 -9.523 -5.264
H -0.033 -9.550 -3.068
H -0.766 -10.367 -1.707
H -1.589 -9.109 -2.549
H -3.541 -10.062 -3.908
H -3.431 -11.021 -2.499
H -3.485 -11.805 -4.106
H -1.824 -13.659 -2.645
C -4.443 3.430 -0.298
C -3.746 4.723 -0.708
C -4.666 5.485 -1.698
C -3.422 5.708 0.523
C -2.212 5.255 1.367
C -1.077 5.145 0.418
C -1.199 4.184 -0.694
C 0.002 4.390 -1.742
C -1.128 2.781 -0.040
N -2.407 4.531 -1.371
O -2.637 3.724 -2.493
H -5.516 3.582 -0.187
H -4.366 2.579 -0.975
H -4.192 3.034 0.686
H -4.242 6.469 -1.896
H -4.952 4.978 -2.619
H -5.630 5.698 -1.235
H -3.146 6.730 0.259
H -4.256 5.610 1.218
H -2.004 6.027 2.108
H -2.419 4.296 1.840
H -0.219 4.765 0.973
H -0.779 6.131 0.061
H 0.882 4.399 -1.098
H -0.076 5.357 -2.238
H 0.188 3.521 -2.373
H -0.348 2.710 0.718
H -0.850 2.033 -0.783
H -2.084 2.392 0.310
H -2.539 4.291 -3.262
C 21.189 -10.718 -2.165
C 20.301 -10.243 -0.962
C 19.509 -11.479 -0.317
C 21.260 -9.732 0.131
C 20.623 -8.962 1.279
C 19.936 -7.716 0.708
C 18.910 -8.065 -0.477
C 17.580 -8.551 0.161
C 18.592 -6.736 -1.302
N 19.375 -9.139 -1.414
O 18.351 -9.647 -2.292
H 21.870 -9.916 -2.451
H 21.861 -11.556 -1.978
H 20.574 -10.924 -3.041
H 18.701 -11.768 -0.991
H 20.130 -12.340 -0.071
H 19.101 -11.148 0.638
H 21.675 -10.650 0.547
H 22.069 -9.084 -0.205
H 19.853 -9.627 1.671
H 21.336 -8.751 2.076
H 20.723 -7.049 0.356
H 19.468 -7.217 1.558
H 17.217 -7.630 0.617
H 17.718 -9.221 1.009
H 16.852 -9.033 -0.491
H 18.911 -5.863 -0.731
H 17.548 -6.573 -1.571
H 19.055 -6.812 -2.285
H 18.286 -9.027 -3.022
C 8.855 -3.132 0.913
O 7.426 -3.065 0.573
C 7.050 -1.834 -0.063
C 5.507 -1.761 -0.196
N 4.838 -2.664 -1.107
C 4.975 -4.064 -0.779
C 4.295 -4.419 0.530
O 2.963 -4.000 0.510
C 2.223 -4.112 1.674
H 9.081 -2.460 1.740
H 9.434 -2.799 0.051
H 9.124 -4.170 1.112
H 7.524 -1.787 -1.044
H 7.384 -0.934 0.453
H 5.331 -0.744 -0.548
H 4.920 -1.799 0.722
H 3.902 -2.567 -0.741
H 5.958 -4.533 -0.758
H 4.601 -4.626 -1.634
H 4.876 -3.937 1.316
H 4.323 -5.496 0.697
H 1.383 -3.429 1.543
H 2.833 -3.812 2.526
H 1.836 -5.103 1.909
O 8.262 4.966 3.488
C 7.759 4.652 4.534
O 6.667 3.963 4.677
C 6.354 3.680 6.026
C 7.585 4.160 6.746
O 8.269 4.911 5.753
H 5.508 4.265 6.385
H 6.246 2.599 6.116
H 8.289 3.375 7.022
H 7.410 4.769 7.634
O -6.927 -12.104 3.699
C -6.080 -11.690 4.480
O -5.134 -10.771 4.202
C -4.103 -10.880 5.129
C -4.591 -11.902 6.135
O -5.888 -12.227 5.736
H -3.162 -11.172 4.663
H -3.881 -9.907 5.566
H -4.523 -11.602 7.181
H -3.964 -12.778 5.968
O 7.412 -9.170 -8.744
C 7.988 -8.882 -7.749
O 8.803 -7.831 -7.589
C 9.059 -7.587 -6.197
C 8.667 -8.941 -5.630
O 7.934 -9.586 -6.665
H 10.139 -7.473 -6.100
H 8.490 -6.701 -5.916
H 8.045 -8.804 -4.746
H 9.542 -9.578 -5.500
O 4.339 -7.117 7.019
C 5.389 -6.696 6.603
O 6.427 -7.555 6.176
C 7.609 -6.804 5.976
C 7.245 -5.341 6.257
O 5.861 -5.423 6.632
H 8.475 -7.062 6.586
H 7.953 -6.826 4.942
H 7.373 -4.629 5.442
H 7.928 -4.979 7.026
O 14.974 -2.909 7.506
C 15.548 -3.882 7.955
O 16.523 -3.795 8.884
C 17.257 -4.970 9.071
C 16.288 -5.926 8.447
O 15.528 -5.187 7.618
H 18.245 -5.105 8.629
H 17.306 -5.288 10.113
H 15.633 -6.368 9.198
H 16.819 -6.703 7.896
```

=====

[2]
Below is a cluster of 2 separate species, C2H9NS in total, with properties calculated with the ωB97M-V functional and the def2-TZVPD basis.

Computed properties:
Total charge: +1
Kohn-Sham gap (alpha / beta), Eh: 0.3071 / 0.1217
⟨S²⟩: 0.7530
2S+1: 2
ΔE to the lowest compared entry with this formula, charge and spin, eV: 0.622
HOMO energy (alpha / beta), eV: -12.009 / -12.009

```
13
C2H9NS, DFT the ωB97M-V functional and the def2-TZVPD basis
N -3.090 -5.450 -0.597
H -2.580 -6.247 -0.202
H -2.439 -5.059 -1.273
H -3.066 -4.787 0.180
C 1.330 3.157 -0.937
S 1.772 3.297 0.780
C 1.206 1.734 1.392
H 1.363 4.102 -1.460
H 0.321 2.720 -1.021
H 1.992 2.385 -1.330
H 1.124 0.941 0.634
H 1.913 1.388 2.147
H 0.155 1.818 1.688
```

=====

[3]
Below is a structure of composition C19H15BrHgN4S, with properties calculated with the ωB97M-V functional and the def2-TZVPD basis.

Computed properties:
Total charge: -1
Kohn-Sham gap (alpha / beta), Eh: 0.2089 / 0.2387
⟨S²⟩: 0.7746
2S+1: 2
ΔE to the lowest compared entry with this formula, charge and spin, eV: 0.362
HOMO energy (alpha / beta), eV: -3.267 / -4.079

```
41
C19H15BrHgN4S, DFT the ωB97M-V functional and the def2-TZVPD basis
Hg 0.978 -2.222 1.626
S -0.808 -3.499 0.505
C -1.448 -1.892 0.088
N -2.269 -1.795 -0.897
N -2.829 -0.563 -1.179
C -3.081 -0.290 -2.511
C -2.677 -1.134 -3.550
C -2.955 -0.795 -4.865
C -3.629 0.376 -5.182
C -4.039 1.211 -4.148
C -3.781 0.881 -2.831
N -0.901 -0.937 0.937
N -1.456 0.266 0.964
C -0.871 1.183 1.804
C -1.273 2.524 1.637
C -0.751 3.533 2.416
C 0.189 3.253 3.408
C 0.575 1.935 3.603
C 0.058 0.911 2.824
H -2.507 0.193 -0.575
H -2.149 -2.043 -3.302
H -2.623 -1.456 -5.658
H -3.831 0.635 -6.213
H -4.584 2.121 -4.370
H -4.122 1.522 -2.026
H -1.999 2.739 0.863
H -1.076 4.554 2.251
H 0.606 4.046 4.014
H 1.288 1.692 4.383
H 0.351 -0.107 3.035
Br 7.539 -0.961 0.516
C 5.721 -1.326 0.945
C 5.221 -2.599 0.743
C 3.889 -2.854 1.049
C 3.049 -1.860 1.554
C 3.596 -0.589 1.746
C 4.924 -0.313 1.445
H 5.858 -3.379 0.349
H 3.507 -3.853 0.878
H 2.979 0.215 2.130
H 5.331 0.678 1.593
```

=====

[4]
Below is a cluster of 7 separate species, C39H72F14N5O18S6 in total, with properties calculated with the ωB97M-V functional and the def2-TZVPD basis.

Computed properties:
Total charge: +1
Kohn-Sham gap, Eh: 0.2552
HOMO energy, eV: -10.594

```
154
C39H72F14N5O18S6, DFT the ωB97M-V functional and the def2-TZVPD basis
C 1.289 -3.891 1.758
C 1.637 -3.931 0.178
C 1.420 -2.533 -0.566
F 1.950 -1.458 0.252
N 0.028 -2.263 -1.024
C -0.370 -2.464 -2.448
C -0.833 -3.957 -2.811
C -2.075 -4.492 -1.903
C -1.562 -5.247 -0.585
N -2.638 -5.893 0.217
C -2.934 -5.178 1.442
C -4.042 -5.940 2.210
C -4.294 -7.154 1.270
C -3.418 -7.093 0.005
C -0.896 -1.790 -0.177
N -0.823 -1.465 1.233
C -2.051 -0.960 1.776
N -2.932 -0.984 0.637
C -4.351 -0.552 0.478
C -5.382 -1.379 1.437
C -6.719 -0.529 1.607
F -6.312 0.724 2.203
F -7.206 -0.198 0.319
C -7.808 -1.145 2.604
F -7.199 -1.559 3.834
F -8.650 -0.044 2.986
C -8.793 -2.239 1.982
F -9.787 -2.484 2.989
F -9.547 -1.752 0.860
C -8.138 -3.667 1.641
F -6.915 -3.950 2.288
F -9.069 -4.650 2.118
C -7.985 -3.984 0.054
F -9.290 -4.314 -0.435
F -7.395 -2.924 -0.690
C -7.082 -5.291 -0.246
F -7.493 -5.760 -1.535
F -5.731 -4.914 -0.345
F -7.308 -6.354 0.636
N -2.274 -1.453 -0.461
H 1.800 -4.775 2.299
H 1.709 -2.946 2.252
H 0.159 -4.018 1.915
H 2.770 -4.160 0.125
H 1.138 -4.822 -0.362
H 2.085 -2.537 -1.508
H 0.534 -2.203 -3.119
H -1.204 -1.743 -2.784
H 0.045 -4.700 -2.736
H -1.253 -3.911 -3.886
H -2.846 -3.680 -1.687
H -2.611 -5.270 -2.568
H -1.032 -4.510 0.115
H -0.855 -6.087 -0.944
H -2.458 -4.216 1.851
H -4.523 -5.677 3.203
H -5.078 -7.954 1.514
H -3.349 -7.778 -0.895
H -2.329 -0.603 2.815
H -4.382 0.573 0.657
H -4.740 -0.709 -0.599
H -4.803 -1.532 2.425
H -5.531 -2.386 0.891
H -2.771 -1.528 -1.358
O 4.186 0.574 3.618
S 4.003 1.230 2.349
O 4.636 0.754 1.146
O 4.325 2.804 2.520
C 5.599 3.189 3.051
C 6.704 3.041 2.022
C 2.267 1.388 2.039
H 5.825 2.622 3.959
H 5.519 4.238 3.339
H 6.870 1.991 1.769
H 7.643 3.447 2.403
H 6.442 3.558 1.096
H 1.783 1.785 2.930
H 1.878 0.395 1.809
H 2.121 2.051 1.187
O 5.764 5.328 -1.646
S 5.697 3.997 -2.190
O 6.870 3.182 -2.355
O 4.890 4.043 -3.593
C 5.348 4.929 -4.617
C 6.587 4.393 -5.310
C 4.498 3.069 -1.276
H 5.523 5.930 -4.211
H 4.539 5.015 -5.348
H 7.440 4.371 -4.629
H 6.854 5.020 -6.163
H 6.423 3.370 -5.656
H 3.589 3.663 -1.179
H 4.917 2.859 -0.292
H 4.299 2.135 -1.802
O 8.607 -4.134 0.587
S 7.663 -4.744 1.487
O 6.464 -5.383 1.011
O 7.265 -3.675 2.633
C 6.757 -2.403 2.229
C 5.316 -2.498 1.766
C 8.526 -5.882 2.533
H 7.392 -1.961 1.456
H 6.809 -1.748 3.102
H 5.237 -3.081 0.845
H 4.905 -1.506 1.572
H 4.701 -2.999 2.519
H 9.416 -5.395 2.929
H 8.807 -6.744 1.927
H 7.861 -6.195 3.337
O 1.713 5.481 -6.243
S 0.766 4.876 -5.343
O -0.433 4.238 -5.817
O 0.370 5.949 -4.200
C -0.136 7.222 -4.607
C -1.579 7.131 -5.069
C 1.626 3.740 -4.293
H 0.500 7.660 -5.381
H -0.081 7.878 -3.735
H -1.662 6.548 -5.989
H -1.986 8.125 -5.263
H -2.195 6.634 -4.315
H 2.517 4.227 -3.897
H 1.907 2.876 -4.895
H 0.960 3.431 -3.488
O -8.315 0.400 -5.487
S -9.651 0.450 -4.950
O -10.037 1.421 -3.963
O -10.055 -1.024 -4.417
C -9.201 -1.659 -3.467
C -9.371 -1.071 -2.079
C -10.803 0.526 -6.291
H -8.157 -1.608 -3.794
H -9.480 -2.715 -3.445
H -9.025 -0.035 -2.043
H -8.807 -1.638 -1.344
H -10.425 -1.069 -1.790
H -10.542 -0.233 -7.027
H -10.732 1.520 -6.735
H -11.808 0.364 -5.902
O 8.755 6.188 5.061
S 7.806 5.583 5.959
O 6.607 4.944 5.481
O 7.406 6.656 7.100
C 6.902 7.929 6.693
C 5.461 7.838 6.226
C 8.663 4.447 7.012
H 7.541 8.367 5.920
H 6.954 8.584 7.565
H 5.380 7.255 5.306
H 5.054 8.832 6.031
H 4.842 7.341 6.978
H 9.552 4.934 7.409
H 8.945 3.583 6.409
H 7.994 4.138 7.814
```

=====

[5]
Below is the molecule C3H5NOS2, with properties calculated with the ωB97M-V functional and the def2-TZVPD basis.

Computed properties:
Kohn-Sham gap, Eh: 0.3348
ΔE to the lowest compared entry with this formula, charge and spin, eV: 1.845
HOMO energy, eV: -8.619

```
12
C3H5NOS2, DFT the ωB97M-V functional and the def2-TZVPD basis
C -0.150 0.360 -1.152
C -1.289 0.004 -0.185
C 0.900 0.217 0.969
N 0.989 0.365 -0.431
O -0.287 -2.148 0.626
S -0.138 0.839 -2.675
S -0.564 -0.878 1.224
H -1.878 0.757 0.183
H -1.958 -0.881 -0.575
H 1.670 -0.400 1.438
H 0.713 1.198 1.435
H 1.992 0.567 -0.857
```

=====

[6]
Below is the molecule C3H4N4O2, with properties calculated with the ωB97M-V functional and the def2-TZVPD basis.

Computed properties:
SMILES: [H]/N=c1/nnn(CC=O)o1
Kohn-Sham gap, Eh: 0.3423
ΔE to the lowest compared entry with this formula, charge and spin, eV: 5.970
HOMO energy, eV: -9.487

```
13
C3H4N4O2, DFT the ωB97M-V functional and the def2-TZVPD basis
H -0.982 0.684 -3.285
N 0.249 0.696 -3.157
C 0.412 0.183 -1.920
N 1.586 -0.312 -1.281
N 1.121 -0.915 -0.316
N -0.133 -0.818 -0.105
C -0.588 -0.327 1.222
C 0.268 0.648 2.052
O 1.076 1.381 1.680
O -0.720 0.022 -1.132
H -0.713 -1.413 1.820
H -1.621 -0.158 1.128
H 0.046 0.330 3.293
```